# 1
The following is a DFT calculation (ωB97M-V/def2-TZVPD) of C16H9N2NiO5S as an isolated structure at a distorted geometry.

Properties
Orbital gap (alpha / beta): 7.926 / 7.773 eV
Multiplicity: 3
<S²>: 2.004
Charge: -1
Highest occupied orbital energy (alpha / beta): -5.27 / -5.24 eV
Maximum force: 0.0227 Eh/bohr
Energy above the lowest of the compared OMol25 structures with the same formula, charge and spin: 0.00 kcal per mole

Last column: Mulliken spin population.
Atoms and positions in Å:
Ni: 0.344 0.370 0.000  1.90
O: -4.923 3.877 0.000  0.00
C: -3.768 3.151 0.000  0.00
C: -2.519 3.764 0.001  0.00
C: -1.406 2.948 0.001  0.00
N: -1.512 1.631 0.000  0.02
C: -2.698 1.041 -0.001  -0.02
C: -3.874 1.764 -0.001  0.00
C: -2.608 -0.483 -0.002  0.01
O: -3.648 -1.133 -0.002  0.00
O: -1.407 -0.900 -0.002  0.01
C: 0.035 3.438 0.001  0.01
O: 0.239 4.649 0.002  0.00
O: 0.876 2.484 0.001  0.04
H: -4.693 4.813 0.001  0.00
H: -2.389 4.840 0.001  0.00
H: -4.830 1.261 -0.001  0.00
S: 4.581 -1.227 -0.001  0.00
C: 4.615 0.485 -0.001  0.01
C: 3.361 1.016 -0.001  -0.02
C: 2.310 0.040 -0.001  0.07
C: 2.848 -1.219 0.000  0.00
C: 2.081 -2.471 0.000  -0.04
C: 2.651 -3.746 0.000  0.00
C: 1.816 -4.848 0.001  0.00
C: 0.440 -4.658 0.001  0.00
C: -0.033 -3.352 0.001  0.00
N: 0.767 -2.297 0.001  0.02
H: 5.560 1.005 -0.001  0.00
H: 3.163 2.078 -0.001  0.00
H: 3.728 -3.863 0.000  0.00
H: 2.236 -5.847 0.001  0.00
H: -0.251 -5.490 0.001  0.00
H: -1.094 -3.120 0.001  0.00

# 2
The following is a DFT calculation (ωB97M-V/def2-TZVPD) of C17H10Br4F3N2O11S4Sn as an isolated structure at a distorted geometry.

Properties
Orbital gap: 5.612 eV
Charge: -1
Highest occupied orbital energy: -5.21 eV
Maximum force: 0.0549 Eh/bohr
Energy above the lowest of the compared OMol25 structures with the same formula, charge and spin: 0.00 kcal per mole

Last column: natural (NBO) charge in e.
Atoms and positions in Å:
Sn: -0.986 -1.107 2.177  1.60
Br: 3.591 -2.364 -4.141  0.14
C: 1.917 -2.625 -3.395  -0.14
C: 1.519 -3.971 -3.060  -0.11
Br: 2.100 -5.367 -4.183  0.11
C: 0.680 -4.306 -2.049  -0.16
Br: 0.139 -6.010 -1.437  0.15
C: -0.109 -3.159 -1.495  0.48
O: -1.032 -3.221 -0.708  -0.49
C: 0.159 -1.757 -2.075  0.41
O: -0.416 -0.830 -1.533  -0.45
C: 1.263 -1.515 -2.975  -0.14
Br: 1.651 0.299 -3.265  0.16
O: 2.551 -4.017 1.214  -0.98
S: 2.019 -2.707 1.078  2.47
O: 1.845 -2.336 -0.319  -1.02
O: 0.793 -2.568 1.843  -1.08
C: 3.252 -1.532 1.715  -0.29
C: 4.528 -2.001 1.703  -0.19
C: 5.603 -1.147 1.999  -0.19
C: 5.401 0.196 2.209  -0.22
C: 4.086 0.652 2.307  -0.15
C: 2.984 -0.177 1.978  -0.33
S: 1.366 0.589 2.135  2.40
O: 0.568 0.313 0.901  -0.99
O: 1.640 1.952 2.408  -0.92
O: 0.602 -0.145 3.215  -1.07
H: 4.710 -3.090 1.488  0.26
H: 6.622 -1.477 1.856  0.21
H: 6.208 0.902 2.294  0.22
H: 3.877 1.641 2.488  0.24
F: -5.044 0.311 3.110  -0.33
C: -4.519 1.550 3.196  0.67
F: -5.291 2.321 2.389  -0.33
F: -4.776 1.964 4.417  -0.31
S: -2.776 1.677 2.741  2.37
O: -2.729 1.138 1.383  -1.02
O: -2.487 3.062 2.817  -0.93
O: -2.120 0.737 3.621  -1.02
C: -4.476 1.880 -1.643  -0.41
N: -3.424 2.826 -2.022  -0.36
C: -2.378 3.154 -1.153  -0.07
C: -1.449 3.783 -1.862  -0.09
N: -1.955 3.905 -3.157  -0.54
C: -3.202 3.334 -3.237  0.26
S: -4.017 3.220 -4.698  -0.38
H: -5.062 1.665 -2.520  0.24
H: -5.102 2.330 -0.799  0.21
H: -4.056 0.894 -1.252  0.23
H: -2.354 2.767 -0.177  0.27
H: -0.422 3.972 -1.631  0.23
H: -1.494 4.400 -3.895  0.42

# 3
The following is a DFT calculation (ωB97M-V/def2-TZVPD) of C17H10Cl3LaNO8S3 as an isolated structure at a distorted geometry.

Properties
Orbital gap (alpha / beta): 3.166 / 6.707 eV
Multiplicity: 2
<S²>: 0.763
Charge: -2
Highest occupied orbital energy (alpha / beta): 0.97 / -2.57 eV
Maximum force: 0.0518 Eh/bohr
Energy above the lowest of the compared OMol25 structures with the same formula, charge and spin: 7.88 kcal per mole

Last column: Mulliken spin population.
Atoms and positions in Å:
La: 0.250 0.491 -0.522  0.01
O: 1.426 -1.250 0.673  0.02
S: 1.820 -0.267 1.745  0.06
O: 3.075 -0.635 2.354  0.02
O: 1.841 1.070 1.095  0.01
C: 0.567 -0.294 2.923  0.29
C: 0.563 -1.525 3.663  0.02
C: -0.428 -1.848 4.533  0.02
C: -1.532 -0.948 4.747  0.34
C: -1.566 0.247 4.034  -0.14
C: -0.579 0.624 3.135  0.24
S: -0.905 2.104 2.248  0.03
O: -2.151 2.653 2.746  0.00
O: 0.225 3.001 2.309  0.01
O: -1.114 1.605 0.818  0.00
H: 1.388 -2.209 3.509  0.02
H: -0.382 -2.794 5.063  0.01
H: -2.333 -1.201 5.429  0.04
H: -2.394 0.931 4.162  -0.01
Cl: -3.805 -6.059 -0.867  0.00
C: -2.930 -4.574 -1.209  0.00
C: -2.668 -3.677 -0.187  0.00
C: -1.967 -2.528 -0.477  0.00
Cl: -1.648 -1.379 0.781  0.00
C: -1.470 -2.201 -1.762  0.00
O: -0.792 -1.134 -1.994  0.00
C: -1.803 -3.150 -2.757  0.00
Cl: -1.281 -2.830 -4.393  0.00
C: -2.504 -4.315 -2.497  0.00
H: -3.007 -3.865 0.823  0.00
H: -2.712 -5.009 -3.300  0.00
O: 2.112 1.009 -2.067  0.00
N: 2.259 2.222 -2.555  0.00
C: 3.508 2.657 -2.820  0.00
C: 3.749 3.888 -3.366  0.00
C: 2.660 4.720 -3.648  0.00
C: 1.396 4.283 -3.358  0.00
C: 1.164 3.011 -2.790  0.00
S: -0.414 2.444 -2.475  0.00
H: 4.276 1.944 -2.565  0.00
H: 4.768 4.188 -3.563  0.00
H: 2.813 5.700 -4.083  0.00
H: 0.525 4.897 -3.534  0.00

# 4
The following is a DFT calculation (ωB97M-V/def2-TZVPD) of C17H11BF14FeN3 as an isolated structure.

Properties
Orbital gap (alpha / beta): 7.362 / 7.679 eV
Multiplicity: 5
<S²>: 6.015
Charge: -1
Highest occupied orbital energy (alpha / beta): -4.76 / -5.10 eV
Maximum force: 0.0058 Eh/bohr
Energy above the lowest of the compared OMol25 structures with the same formula, charge and spin: 2.33 kcal per mole

Last column: Mulliken spin population.
Atoms and positions in Å:
Fe: -0.467 0.271 0.219  3.74
C: 2.300 -0.926 -0.948  0.02
N: 1.839 0.081 0.003  0.03
C: 2.240 1.421 -0.435  -0.02
C: 1.365 2.522 0.136  0.01
N: -0.012 2.172 -0.148  0.09
C: -0.977 3.142 -0.070  -0.04
C: -2.176 2.952 -0.783  0.02
F: -2.284 1.867 -1.566  0.01
C: -3.226 3.841 -0.771  -0.01
F: -4.324 3.595 -1.490  0.00
C: -3.127 5.021 -0.050  0.02
F: -4.145 5.896 -0.019  0.00
C: -1.957 5.274 0.632  -0.01
F: -1.830 6.410 1.337  0.00
C: -0.910 4.366 0.612  0.02
F: 0.184 4.706 1.334  0.00
C: 2.293 -0.251 1.367  -0.02
C: 1.255 0.036 2.455  0.02
N: -0.004 -0.494 1.975  0.08
C: -0.803 -1.219 2.817  0.01
C: -0.974 -0.973 4.184  0.02
F: -0.361 0.086 4.757  0.00
C: -1.798 -1.737 4.991  -0.01
F: -1.931 -1.431 6.291  0.00
C: -2.501 -2.800 4.461  0.01
F: -3.304 -3.546 5.237  0.00
C: -2.356 -3.086 3.113  -0.01
F: -2.991 -4.142 2.592  0.00
C: -1.523 -2.321 2.328  -0.01
F: -1.359 -2.693 1.048  0.00
H: 3.398 -0.969 -1.008  0.00
H: 1.911 -0.697 -1.940  0.00
H: 1.929 -1.905 -0.647  0.00
H: 2.126 1.449 -1.520  0.00
H: 3.299 1.612 -0.203  0.00
H: 1.671 3.442 -0.379  0.01
H: 1.570 2.687 1.199  0.00
H: 3.253 0.242 1.578  -0.01
H: 2.461 -1.329 1.390  0.00
H: 1.200 1.105 2.692  -0.01
H: 1.606 -0.467 3.361  0.01
F: -4.256 -1.432 0.920  0.00
B: -3.915 -0.296 0.211  0.01
F: -4.333 0.870 0.821  0.00
F: -4.280 -0.370 -1.114  0.00
F: -2.401 -0.246 0.241  0.03

# 5
The following is a DFT calculation (ωB97M-V/def2-TZVPD) of C17H11Br2Cl3CrN3O4 as an isolated structure.

Properties
Orbital gap (alpha / beta): 7.531 / 7.471 eV
Multiplicity: 4
<S²>: 3.772
Charge: 0
Highest occupied orbital energy (alpha / beta): -8.07 / -8.19 eV
Maximum force: 0.0123 Eh/bohr
Energy above the lowest of the compared OMol25 structures with the same formula, charge and spin: 4.73 kcal per mole

Last column: Mulliken spin population.
Atoms and positions in Å:
Cr: -0.304 -0.100 0.140  3.08
N: 1.458 -0.857 1.155  -0.03
N: 2.502 -0.774 0.201  0.00
C: 2.356 0.294 -0.733  0.00
O: 3.323 0.646 -1.358  0.01
O: 1.128 0.715 -0.860  0.00
H: 1.650 -0.288 1.978  0.00
H: 1.341 -1.819 1.456  0.00
H: 3.437 -0.819 0.583  0.00
Cl: -3.020 1.234 6.568  0.00
C: -2.540 0.565 5.034  0.01
C: -1.755 1.313 4.179  0.00
C: -1.401 0.737 2.977  0.01
Cl: -0.386 1.642 1.850  -0.01
C: -1.782 -0.538 2.551  -0.01
O: -1.428 -1.042 1.392  -0.02
C: -2.567 -1.251 3.470  0.00
Cl: -3.065 -2.855 3.049  0.00
C: -2.945 -0.714 4.686  0.00
H: -1.434 2.311 4.443  0.00
H: -3.557 -1.294 5.361  0.00
C: 0.393 -3.440 -0.346  0.00
C: -0.267 -2.735 -1.490  0.01
C: -0.494 -3.411 -2.709  0.00
C: -1.120 -2.784 -3.743  0.01
C: -1.593 -1.464 -3.589  -0.01
C: -2.325 -0.723 -4.549  0.02
Br: -2.691 -1.464 -6.252  0.00
C: -2.784 0.523 -4.249  -0.01
C: -2.549 1.101 -2.983  0.01
Br: -3.245 2.806 -2.604  0.00
C: -1.837 0.439 -2.016  -0.02
O: -1.616 0.892 -0.799  -0.03
C: -1.344 -0.853 -2.354  0.03
N: -0.649 -1.482 -1.349  -0.06
H: 0.376 -4.516 -0.504  0.00
H: -0.138 -3.219 0.582  0.00
H: 1.436 -3.126 -0.267  0.00
H: -0.161 -4.436 -2.803  0.00
H: -1.286 -3.301 -4.679  0.00
H: -3.351 1.081 -4.981  0.00